Entry 1:
The following is a DFT calculation (ωB97M-V with the def2-TZVPD basis set) of an isolated molecule of C8H15ClSi.

Results
relative energy (zero: lowest compared OMol25 entry of this formula, charge and spin): 0.0 kcal per mole

Geometry as ORCA input:
```
! wB97M-V def2-TZVPD RIJCOSX def2/J DEFGRID3
* xyz 0 3
C 0.14279 -0.28732 2.92163
C 1.17236 -0.11630 2.09271
C -1.15154 -0.74382 2.22498
C -0.60686 -1.66328 1.11743
C 0.77470 -1.00934 0.64052
C 2.07983 0.56723 -1.63033
C -0.08468 1.98604 0.07716
C -0.86880 -0.39431 -1.93767
Si 0.41717 0.32172 -0.67985
Cl 2.78070 0.51827 2.20191
H 0.24296 0.14908 3.95280
H -1.78462 -1.36408 2.73846
H -1.81895 -0.03100 1.75019
H -0.30171 -2.68723 1.45650
H -1.45152 -1.63602 0.31301
H 1.41226 -1.89354 0.48206
H 1.95146 1.34159 -2.40734
H 2.79004 0.72474 -0.95491
H 2.42828 -0.41213 -2.07377
H 0.29246 2.13825 1.05294
H 0.10467 2.76030 -0.57939
H -1.18833 2.22880 0.11227
H -0.43702 -1.32929 -2.50183
H -1.65230 -0.78098 -1.47423
H -1.03658 0.31190 -2.68444
*
```

Entry 2:
The following is a DFT calculation (ωB97M-V with the def2-TZVPD basis set) of a 13-piece molecular cluster, C46H84N6O20 overall.

Results
electronic energy: -3636.15366 a.u.

Geometry as ORCA input:
```
! wB97M-V def2-TZVPD RIJCOSX def2/J DEFGRID3
* xyz 1 2
C -8.40411 13.74481 -9.89872
C -8.82496 12.25883 -9.62621
O -9.94543 12.08445 -9.15602
N -8.07926 11.32546 -10.09167
C -8.36717 9.95659 -9.76326
H -7.35145 13.71371 -10.17985
H -8.48276 14.21344 -8.91775
H -8.96426 14.16456 -10.73427
H -7.33632 11.57944 -10.72700
H -8.27886 9.61586 -8.73165
H -7.70687 9.33220 -10.36513
H -9.35955 9.63898 -10.08328
C -8.98373 8.74974 -2.50982
C -7.81625 9.22409 -3.35384
O -7.47593 10.42781 -3.37483
N -7.15549 8.29665 -4.05478
C -5.98142 8.66929 -4.88237
H -8.71611 7.74676 -2.17739
H -9.78719 8.89715 -3.23150
H -9.08739 9.45656 -1.68656
H -7.38926 7.31413 -4.06477
H -5.69468 9.72067 -4.86097
H -6.30762 8.58403 -5.91891
H -5.00288 8.23253 -4.68288
C -9.91052 5.39252 -7.21827
C -9.83201 6.88214 -7.12261
O -8.70084 7.41626 -6.85072
N -11.03847 7.52638 -7.33191
C -11.13483 9.01105 -7.48652
H -10.69115 4.97558 -7.85457
H -9.98866 5.11730 -6.16648
H -9.01532 4.94917 -7.65435
H -11.86094 6.97266 -7.52435
H -11.77025 9.28820 -8.32767
H -10.11469 9.37741 -7.60135
H -11.71801 9.35416 -6.63195
C -8.76561 13.45835 -1.00288
C -7.93679 13.72048 0.25436
O -8.44694 14.27492 1.17254
N -6.72786 13.13606 0.28356
C -5.98652 13.12589 1.49110
H -9.59891 14.16098 -0.99798
H -9.07676 12.41573 -1.06785
H -8.20840 13.73078 -1.89920
H -6.38284 12.74496 -0.58137
H -6.62146 13.04672 2.37353
H -5.61465 14.12016 1.73855
H -5.31029 12.27115 1.47580
C -6.01400 14.37054 -3.78603
C -6.66573 14.02095 -5.13544
O -6.51709 14.84930 -6.03854
N -7.40890 12.88879 -5.15866
C -8.05605 12.43456 -6.36272
H -6.44618 15.19279 -3.21574
H -4.94238 14.52115 -3.91668
H -6.19761 13.66689 -2.97408
H -7.48056 12.23241 -4.39437
H -8.80080 11.64910 -6.23430
H -7.27705 12.00610 -6.99335
H -8.45291 13.33953 -6.82276
C -2.56407 13.22747 -2.66875
C -3.59475 12.48618 -1.75700
O -4.65143 13.05585 -1.41786
N -3.18833 11.25939 -1.46930
C -3.91343 10.40246 -0.62921
H -1.53794 12.95619 -2.42062
H -2.65053 14.31392 -2.65306
H -2.68485 12.84512 -3.68232
H -2.38464 11.01696 -2.03091
H -4.63079 11.00884 -0.07622
H -3.28758 9.78855 0.01850
H -4.45574 9.72583 -1.28964
O -4.68746 10.03286 -10.18332
C -4.45634 10.68407 -9.15199
O -4.97169 10.47416 -7.94381
C -4.37272 11.23131 -6.91530
C -4.07197 12.55766 -7.68663
C -3.75147 11.96518 -9.12864
H -3.58635 10.51716 -6.67092
H -4.95375 11.40818 -6.01019
H -3.27787 13.23441 -7.37117
H -4.96595 13.17660 -7.61051
H -2.69134 11.84047 -9.34924
H -4.07809 12.57066 -9.97411
O -10.97411 18.88467 -8.02111
C -10.11619 18.31730 -7.31864
O -10.37716 17.13554 -6.75882
C -9.21709 16.61221 -6.15538
C -8.36775 17.80204 -5.94890
C -8.77209 18.79610 -6.99301
H -8.65159 15.88799 -6.74172
H -9.57201 16.13542 -5.24170
H -7.30773 17.55883 -5.87605
H -8.41986 18.07180 -4.89409
H -8.09927 18.68160 -7.84289
H -8.90716 19.82134 -6.64841
O -13.05544 11.78950 -6.81946
C -12.85094 12.77318 -6.10017
O -13.44197 13.97365 -6.30666
C -12.84664 15.00671 -5.48116
C -11.64166 14.28598 -4.98542
C -11.99717 12.80677 -4.87322
H -13.59628 15.40292 -4.79621
H -12.49869 15.85551 -6.06987
H -11.14806 14.65543 -4.08655
H -10.93273 14.22814 -5.81135
H -12.76720 12.53225 -4.15225
H -11.17067 12.10215 -4.78097
O -6.91983 17.65150 -2.09186
C -7.30517 17.89794 -0.98711
O -6.45962 17.73226 -0.05797
C -6.78852 18.28141 1.20782
C -8.26400 18.51017 1.08185
C -8.58795 18.51282 -0.42676
H -6.25378 19.23012 1.16204
H -6.51750 17.57797 1.99511
H -8.31083 19.41024 1.69486
H -8.56185 17.63423 1.65815
H -8.67263 19.46809 -0.94481
H -9.44835 17.85606 -0.55515
O -4.44299 19.10849 -9.69050
C -4.91892 17.95605 -9.66069
O -5.65909 17.58156 -8.69425
C -5.76186 16.14329 -8.69594
C -5.57353 15.73893 -10.10195
C -4.47574 16.78829 -10.57025
H -6.72850 15.85741 -8.28124
H -5.05629 15.70492 -7.99018
H -6.50161 15.78340 -10.67186
H -5.17244 14.72702 -10.04488
H -4.51337 17.17989 -11.58678
H -3.51049 16.46025 -10.18454
O -4.51066 20.36974 -0.73283
C -4.46006 19.92477 -1.87178
O -4.02986 18.69451 -2.17647
C -4.26716 18.27003 -3.55065
C -5.26929 19.36098 -4.04370
C -5.08618 20.54980 -3.10123
H -4.68628 17.26656 -3.62469
H -3.34196 18.26012 -4.12685
H -6.26689 18.92389 -4.00077
H -5.23161 19.59297 -5.10806
H -6.13759 20.83680 -3.11741
H -4.42998 21.33315 -3.48054
O 0.66671 17.19782 -6.47487
C -0.50053 17.09315 -6.17151
O -1.08838 16.24722 -5.25400
C -2.48608 16.09184 -5.31670
C -2.91629 17.02262 -6.48201
C -1.72283 17.86430 -6.75153
H -2.80137 16.31853 -4.29822
H -2.87019 15.07488 -5.39640
H -3.83967 17.58038 -6.32591
H -2.96312 16.37750 -7.35935
H -1.96086 18.59555 -5.97906
H -1.54665 18.30049 -7.73479
*
```

Entry 3:
The following is a DFT calculation (ωB97M-V with the def2-TZVPD basis set) of a 6-piece molecular cluster, C2H15O6 overall.

Results
relative energy (zero: lowest compared OMol25 entry of this formula, charge and spin): 11.6 kcal per mole

Geometry as ORCA input:
```
! wB97M-V def2-TZVPD RIJCOSX def2/J DEFGRID3
* xyz -1 1
C 1.79896 0.00415 1.31726
O 1.62912 -0.30880 -0.08081
C 2.04790 -1.30351 2.05134
H 0.91589 0.54240 1.67075
H 2.68787 0.64464 1.27728
H 1.13367 -1.77011 2.41932
H 2.63562 -1.13366 2.97279
H 2.57942 -1.98281 1.38809
H 0.64839 -0.04640 -0.34753
H -0.81576 -0.56513 -1.38997
O -0.77349 0.15642 -0.75364
H -1.37444 -0.65477 0.36727
H -1.12189 -1.54152 1.60668
O -1.85909 -1.13095 1.15983
H 0.89112 2.64972 -0.15169
H -0.49972 1.93623 -0.06071
O 0.04865 2.66296 0.28846
H 1.54388 1.11885 -2.23345
H 0.07602 1.45364 -1.90692
O 0.79523 1.65412 -2.55649
H -3.01073 -0.88212 -1.47468
H -3.13967 -1.66607 -0.20834
O -3.23040 -1.77609 -1.18199
*
```

Entry 4:
The following is a DFT calculation (ωB97M-V with the def2-TZVPD basis set) of an isolated molecule of C4H6N2.

Results
SMILES: CC1C=NN=C1
relative energy (zero: lowest compared OMol25 entry of this formula, charge and spin): 100.3 kcal per mole

Geometry as ORCA input:
```
! wB97M-V def2-TZVPD RIJCOSX def2/J DEFGRID3
* xyz 0 1
C -0.49609 0.44939 2.07425
C -0.15671 -0.45743 0.63810
C 1.03634 -0.16453 -0.03271
N 1.12434 0.31366 -1.20966
N -0.29878 0.00932 -1.72348
C -1.04993 -0.28956 -0.62406
H -0.57228 1.60785 1.75395
H 0.55855 0.62808 2.68520
H -1.34520 0.21829 2.68882
H -0.11973 -1.60813 1.09507
H 1.85437 -0.21439 0.57601
H -2.15627 -0.11981 -0.60058
*
```

Entry 5:
The following is a DFT calculation (ωB97M-V with the def2-TZVPD basis set) of an isolated molecule of C6H10N2O4.

Results
SMILES: CN(/C=C\C(=O)O)[C@H](N)C(=O)O
relative energy (zero: lowest compared OMol25 entry of this formula, charge and spin): 45.7 kcal per mole

Geometry as ORCA input:
```
! wB97M-V def2-TZVPD RIJCOSX def2/J DEFGRID3
* xyz 0 1
C 1.53852 -1.54661 -1.30055
N 0.84819 -0.75692 -0.32315
C 0.52657 -1.28826 0.86945
C -0.17025 -0.79173 1.86529
C -1.11044 0.38638 1.70257
O -1.93504 0.51822 0.83111
O -1.11111 1.24363 2.73377
C 0.29245 0.48151 -0.89464
N 0.63597 1.46757 0.06812
C -1.23017 0.45217 -1.28047
O -1.66513 -0.56758 -1.74818
O -1.77648 1.68644 -1.30416
H 0.80105 -1.97055 -2.19103
H 2.32755 -0.90343 -1.82440
H 2.06942 -2.45612 -0.80557
H 0.95835 -2.23967 1.04467
H -0.51424 -1.33237 2.78919
H -0.21054 1.32862 3.00662
H 0.68502 0.58682 -1.82797
H 1.64507 1.55415 0.09690
H 0.09937 2.40644 -0.18579
H -2.70413 1.74129 -1.32179
*
```